Molecular formula: C22H30FN5O
Method: DFT, ωB97M-V/def2-TZVPD

Structure (ORCA input):
```
! RIJCOSX wB97M-V def2-TZVPD def2/J DEFGRID3
* xyz 0 1
C 1.67 2.29 1.96
N 0.67 1.36 2.39
C 0.86 0.21 3.07
C -0.39 -0.33 3.32
C -1.27 0.60 2.74
N -0.62 1.60 2.19
H -2.34 0.58 2.71
C -0.71 -1.62 3.99
H -1.26 -1.44 4.92
H 0.22 -2.14 4.23
C -1.57 -2.50 3.08
C -0.80 -2.79 1.79
O 0.41 -2.73 1.75
N -1.52 -3.15 0.70
C -2.96 -3.15 0.58
H -3.23 -4.02 -0.03
C -3.45 -1.86 -0.11
C -2.26 -1.00 -0.52
H -2.60 -0.14 -1.09
H -1.75 -0.62 0.37
C -1.26 -1.82 -1.36
N -0.06 -1.11 -1.75
C -0.23 -0.17 -2.84
H -0.79 -0.65 -3.64
C 1.17 0.23 -3.35
N 1.99 0.80 -2.31
C 1.98 2.16 -2.08
C 2.95 2.78 -1.27
C 3.01 4.14 -1.06
C 2.11 4.97 -1.69
C 1.15 4.41 -2.52
C 1.09 3.04 -2.71
H 0.32 2.65 -3.35
H 0.44 5.04 -3.02
H 2.15 6.04 -1.53
H 3.79 4.52 -0.42
F 3.91 2.02 -0.65
C 2.09 -0.13 -1.20
H 2.69 0.27 -0.40
C 0.70 -0.48 -0.68
H 0.79 -1.17 0.16
H 0.21 0.45 -0.32
H 2.57 -1.04 -1.57
H 1.10 0.91 -4.20
H 1.67 -0.69 -3.68
H -0.77 0.74 -2.52
C -0.88 -3.12 -0.60
H -1.20 -4.00 -1.16
H 0.19 -3.17 -0.45
H -1.76 -2.10 -2.30
H -4.09 -1.29 0.56
H -4.04 -2.11 -0.99
H -3.43 -3.29 1.56
H -2.50 -1.98 2.86
H -1.80 -3.45 3.57
H 1.84 -0.16 3.31
H 2.57 1.76 1.64
H 1.27 2.87 1.13
H 1.94 2.97 2.77
*
```

- highest occupied orbital energy (Eh) = -0.27930
- energy above the lowest of the compared OMol25 structures with the same formula, charge and spin (kcal per mole) = 9.89
- HOMO-LUMO gap (eV) = 8.421
- structure (SMILES) = Cn1cc(CCC(=O)N2CCC[C@@H](N3CCN(c4ccccc4F)CC3)C2)cn1
- calculated total energy (eV) = -35516.451

Molecular formula: C22H30IN7O8
Method: DFT, ωB97M-V/def2-TZVPD

Structure (ORCA input):
```
! RIJCOSX wB97M-V def2-TZVPD def2/J DEFGRID3
* xyz 0 1
N 4.32 2.71 0.86
H 4.68 3.64 1.04
H 4.44 2.17 1.71
C 5.04 2.09 -0.25
C 4.36 0.78 -0.66
C 4.55 -0.33 0.37
C 3.79 -1.60 0.02
H 4.04 -1.93 -0.99
H 4.07 -2.40 0.71
C 2.26 -1.43 0.10
N 1.88 -0.85 1.37
C 1.14 0.23 1.70
O 0.88 0.45 2.86
C 0.61 1.15 0.59
N -0.83 1.01 0.57
C -1.49 0.29 -0.34
O -0.94 -0.39 -1.19
C -2.98 0.49 -0.28
C -3.38 1.72 -0.76
C -4.71 2.10 -0.75
C -5.68 1.20 -0.32
C -5.29 -0.04 0.13
C -3.93 -0.45 0.20
N -3.63 -1.63 0.75
H -4.43 -2.22 0.95
C -2.36 -2.30 0.87
C -2.07 -3.19 -0.34
H -2.14 -2.60 -1.26
H -2.80 -4.00 -0.40
C -0.67 -3.80 -0.28
N 0.31 -2.74 -0.42
C 1.55 -2.80 0.07
O 2.05 -3.81 0.55
H -0.03 -1.89 -0.86
H -0.50 -4.29 0.69
C -0.49 -4.89 -1.37
O -1.35 -5.14 -2.18
N 0.69 -5.50 -1.28
H 1.37 -5.22 -0.58
H 0.93 -6.21 -1.95
H -2.40 -2.91 1.78
H -1.57 -1.56 1.01
I -6.83 -1.35 0.77
H -6.72 1.49 -0.33
N -5.08 3.41 -1.16
O -6.26 3.67 -1.26
O -4.19 4.22 -1.36
H -2.64 2.39 -1.17
H -1.34 1.60 1.22
H 0.97 0.87 -0.40
C 1.02 2.59 0.93
H 0.62 2.83 1.92
H 2.11 2.63 0.97
C 0.52 3.62 -0.09
C -0.95 3.94 0.02
O -1.66 3.64 0.95
O -1.39 4.59 -1.05
H -2.36 4.74 -1.03
H 1.06 4.56 0.06
H 0.73 3.30 -1.11
H 2.18 -1.40 2.17
H 1.90 -0.82 -0.73
H 4.22 0.02 1.34
H 5.61 -0.57 0.44
H 3.30 0.99 -0.80
H 4.78 0.46 -1.62
H 5.00 2.79 -1.09
H 6.10 1.90 -0.02
*
```

- highest occupied orbital energy (Eh) = -0.31987
- HOMO-LUMO gap (eV) = 8.051
- structure (SMILES) = NCCCC[C@@H]1NC(=O)[C@H](CCC(=O)O)NC(=O)c2cc([N+](=O)[O-])cc(I)c2NCC[C@@H](C(N)=O)NC1=O
- calculated total energy (eV) = -58213.569

Molecular formula: C22H30InO2Si
Method: DFT, ωB97M-V/def2-TZVPD

Structure (ORCA input):
```
! RIJCOSX wB97M-V def2-TZVPD def2/J DEFGRID3
* xyz 1 1
C -4.21 -2.25 0.90
C -2.97 -2.47 0.25
C -1.94 -2.44 1.23
H -2.83 -2.67 -0.81
C -2.56 -2.20 2.50
C -3.96 -2.08 2.30
H -4.70 -1.89 3.07
H -5.19 -2.23 0.43
H -0.87 -2.58 1.05
H -2.02 -2.13 3.46
In -0.88 0.34 -0.59
C 3.00 2.96 1.18
H 3.07 1.84 1.18
H 3.50 3.72 1.89
H 2.25 2.90 2.16
Si 0.94 -1.10 -0.89
C 2.08 -0.09 -2.25
C 2.00 -1.17 -3.13
H 1.41 -2.06 -2.83
C 2.62 -1.19 -4.39
H 2.50 -2.09 -4.97
C 3.36 -0.09 -4.81
H 3.84 -0.12 -5.78
C 3.46 1.02 -3.96
H 4.05 1.86 -4.30
C 2.84 1.05 -2.69
H 2.96 1.95 -2.09
C 2.17 -1.14 0.58
C 3.57 -1.27 0.37
H 4.02 -1.05 -0.61
C 4.37 -1.78 1.39
H 5.39 -2.08 1.19
C 3.81 -1.99 2.67
H 4.40 -2.48 3.45
C 2.50 -1.61 2.93
H 2.05 -1.79 3.91
C 1.70 -1.08 1.89
H 0.69 -0.70 2.12
H 3.79 3.17 0.33
H 2.25 3.48 0.61
C -2.36 1.23 2.33
O -2.47 1.28 0.90
C -3.28 2.41 0.47
C -3.24 2.40 -1.05
O -2.95 1.06 -1.57
C -4.11 0.20 -1.70
H -1.59 0.48 2.59
H -3.34 0.88 2.74
H -2.11 2.21 2.74
H -4.30 2.28 0.85
H -2.82 3.35 0.83
H -4.22 2.74 -1.44
H -2.44 3.04 -1.41
H -4.67 0.10 -0.74
H -4.80 0.64 -2.44
H -3.76 -0.79 -2.04
*
```

- highest occupied orbital energy (alpha / beta) (Eh) = -0.30315 / -0.30368
- energy above the lowest of the compared OMol25 structures with the same formula, charge and spin (kcal per mole) = 153.45
- HOMO-LUMO gap (alpha / beta) (eV) = 1.943 / 1.975
- calculated total energy (eV) = -40429.377

Molecular formula: C22H30IrN3S2Sb2
Method: DFT, ωB97M-V/def2-TZVPD

Structure (ORCA input):
```
! RIJCOSX wB97M-V def2-TZVPD def2/J DEFGRID3
* xyz 2 1
Ir -0.03 -0.99 -0.33
S 4.06 -1.64 -2.07
C 3.16 -0.71 -3.18
C 1.88 -0.45 -2.76
C 1.64 -1.01 -1.49
C 2.72 -1.72 -1.01
C 2.48 -2.51 0.16
C 3.32 -3.44 0.76
C 2.85 -4.20 1.81
C 1.54 -4.03 2.25
C 0.76 -3.09 1.62
N 1.21 -2.34 0.60
H 3.62 -0.38 -4.10
H 1.16 0.09 -3.35
H 4.33 -3.57 0.38
H 3.49 -4.93 2.28
H 1.14 -4.60 3.07
H -0.26 -2.89 1.94
C 2.53 2.14 -0.53
Sb 1.34 0.93 0.74
C 2.71 0.25 2.20
C 0.50 2.62 1.79
C -0.17 3.60 0.87
C 0.51 4.73 0.44
C -0.08 5.64 -0.42
C -1.37 5.43 -0.86
C -2.08 4.32 -0.42
C -1.49 3.40 0.44
C -2.28 2.24 0.97
Sb -2.26 0.51 -0.27
C -3.82 -0.56 0.71
C -3.22 0.97 -2.10
H 3.30 2.56 0.11
H 1.89 2.94 -0.91
H 2.99 1.61 -1.36
H 3.40 1.07 2.41
H 3.27 -0.60 1.83
H 2.19 -0.02 3.11
H 1.40 3.06 2.24
H -0.13 2.29 2.61
H 1.52 4.91 0.80
H 0.47 6.52 -0.74
H -1.85 6.15 -1.52
H -3.11 4.19 -0.72
H -3.34 2.47 1.13
H -1.89 1.91 1.92
H -4.62 0.16 0.91
H -3.50 -0.99 1.65
H -4.21 -1.33 0.04
H -4.28 1.11 -1.91
H -3.06 0.13 -2.77
H -2.79 1.88 -2.52
N -2.15 -5.03 -1.64
C -1.94 -3.92 -0.95
N -2.49 -3.80 0.26
S -1.04 -2.69 -1.71
H -2.76 -5.77 -1.31
H -1.71 -5.15 -2.53
H -3.04 -4.54 0.68
H -2.42 -2.93 0.76
*
```

- highest occupied orbital energy (Eh) = -0.49771
- energy above the lowest of the compared OMol25 structures with the same formula, charge and spin (kcal per mole) = 4.62
- HOMO-LUMO gap (eV) = 6.709
- calculated total energy (eV) = -65342.800